[1]
DFT (ωB97M-V/def2-TZVPD) results for 3 unconnected molecules or ions with the total composition C5H13N3O at a distorted geometry.

Properties
**HOMO energy (alpha / beta)**: -7.705 / -7.704 eV
**Energy relative to the best compared isomer or geometry (same formula, charge and spin)**: 111.22 kcal/mol
**Strongest force on any atom**: 2.780 eV Å⁻¹
**Energy**: -11909.794 eV

Geometry as ORCA input:
```
! RIJCOSX wB97M-V def2-TZVPD def2/J DEFGRID3
* xyz 0 1
C -1.98902 -1.04523 0.87680
C -1.27323 1.28386 -1.91763
O -1.00531 -0.64854 -0.02639
N -2.03815 0.62774 -1.28014
H -2.98399 -0.64602 0.63022
H -1.81212 -0.73760 1.92293
H -2.06423 -2.14136 0.86886
H 0.47875 0.96466 -1.29089
H -1.47228 1.80773 -2.84362
C 1.74729 -0.68318 -1.50795
C 0.24311 1.41296 1.24853
C 0.73562 0.18988 0.51820
N 1.43148 -0.69932 1.29981
N 1.20081 0.41909 -0.73023
H 1.66651 -1.58175 0.87001
H 1.10102 -0.78974 2.24823
H 1.90564 -0.33196 -2.52518
H 1.05659 -1.53138 -1.54347
H 2.70663 -0.99558 -1.09338
H -0.33812 1.11291 2.11539
H 1.09320 2.01198 1.56945
H -0.39018 2.00086 0.59048
*
```

---

[2]
DFT (ωB97M-V/def2-TZVPD) results for 2 unconnected molecules or ions with the total composition C5H13N3O at a distorted geometry.

Properties
**HOMO energy (alpha / beta)**: -8.288 / -8.288 eV
**Energy relative to the best compared isomer or geometry (same formula, charge and spin)**: 112.43 kcal/mol
**Strongest force on any atom**: 5.266 eV Å⁻¹
**Energy**: -11909.741 eV
**Structure (SMILES)**: CNC(C)=O.C/N=N/C

Geometry as ORCA input:
```
! RIJCOSX wB97M-V def2-TZVPD def2/J DEFGRID3
* xyz 0 1
C -1.16925 0.20307 -1.95601
N -0.95206 -0.47808 -0.69244
C -1.13176 0.18256 0.67362
C -0.92239 1.68116 0.69492
O -1.97433 -0.34074 1.39146
H -2.12369 0.73680 -1.99093
H -0.39094 0.96028 -2.05554
H -1.12688 -0.51806 -2.77203
H -1.35726 -1.40616 -0.64621
H -0.22874 1.88421 1.50981
H -1.86161 2.18786 0.91814
H -0.45727 2.15933 -0.16167
C 0.78444 -1.50987 1.97766
N 0.85312 -0.44722 0.99337
N 1.21685 -0.87794 -0.18604
C 1.97926 0.07024 -0.97064
H 1.66886 -1.45302 2.61467
H -0.07966 -1.38206 2.62803
H 0.66625 -2.51330 1.55702
H 3.02471 -0.02163 -0.66994
H 1.65969 1.10736 -0.83866
H 1.92266 -0.22477 -2.01860
*
```

---

[3]
DFT (ωB97M-V/def2-TZVPD) results for 2 unconnected molecules or ions with the total composition C5H13N3O2 at a distorted geometry.

Properties
**HOMO energy**: -8.825 eV
**Energy relative to the best compared isomer or geometry (same formula, charge and spin)**: 102.63 kcal/mol
**Strongest force on any atom**: 1.163 eV Å⁻¹
**Energy**: -13957.584 eV
**Structure (SMILES)**: [H]/N=C(\N)N(O)O.C=C(C)C

Geometry as ORCA input:
```
! RIJCOSX wB97M-V def2-TZVPD def2/J DEFGRID3
* xyz 0 1
H -1.05718 -2.08365 1.08180
N -0.06192 -1.95031 0.93988
C 0.40619 -0.85542 1.34127
N -0.20170 0.18183 1.98750
N 1.81551 -0.57198 1.18955
O 2.16157 -0.63405 -0.18180
O 2.54278 -1.54174 1.87104
H -1.13436 0.07707 2.33370
H 0.38107 0.89703 2.38315
H 2.78331 0.09411 -0.32910
H 2.25705 -2.42352 1.56269
C -0.21841 -0.40503 -2.00883
C -0.72869 0.56502 -1.27315
C -2.11993 0.49815 -0.71862
C 0.00796 1.83386 -1.00108
H -0.75051 -1.32787 -2.18891
H 0.76523 -0.33876 -2.43795
H -2.57613 -0.47197 -0.92188
H -2.13096 0.68852 0.34904
H -2.72576 1.27440 -1.19211
H -0.62975 2.69412 -1.19847
H 0.31686 1.88569 0.03991
H 0.89776 1.91450 -1.62761
*
```

---

[4]
DFT (ωB97M-V/def2-TZVPD) results for 2 unconnected molecules or ions with the total composition C5H13N4O2 at a distorted geometry.

Properties
**HOMO energy**: -2.411 eV
**Energy relative to the best compared isomer or geometry (same formula, charge and spin)**: 75.78 kcal/mol
**Strongest force on any atom**: 6.448 eV Å⁻¹
**Energy**: -15444.523 eV

Geometry as ORCA input:
```
! RIJCOSX wB97M-V def2-TZVPD def2/J DEFGRID3
* xyz -1 1
C 1.46045 -2.08310 -0.65440
C 0.08476 2.45962 -0.33923
C 1.49667 0.23097 0.95207
C 0.42775 -1.79981 0.42805
C -0.87043 0.15645 0.32154
N -1.99843 -0.57981 0.21936
N -1.00910 1.46943 0.12973
N 0.30248 -0.38403 0.73328
N -3.20088 -0.14701 -0.05505
O -3.59387 1.06058 -0.08384
O -4.01678 -1.01360 -0.26443
H 1.41561 -1.23506 -1.29611
H 2.45676 -2.31368 -0.15003
H 1.19797 -3.09331 -1.14690
H 0.54262 3.02844 0.54194
H 0.93598 1.86021 -0.75628
H -0.46557 3.20573 -0.97614
H 2.11850 -0.43912 1.56338
H 1.91779 0.61239 -0.07691
H 1.41912 1.33500 1.53531
H -0.64270 -1.80493 0.03293
H 0.44978 -2.61567 1.22185
H 1.53580 0.45122 -1.79446
H -1.96428 1.63909 -0.08567
*
```

---

[5]
DFT (ωB97M-V/def2-TZVPD) results for a molecular structure, C5H13N4O4S2 at a distorted geometry.

Properties
**HOMO energy**: -5.474 eV
**Energy relative to the best compared isomer or geometry (same formula, charge and spin)**: 29.82 kcal/mol
**Strongest force on any atom**: 3.691 eV Å⁻¹
**Energy**: -41216.182 eV

Geometry as ORCA input:
```
! RIJCOSX wB97M-V def2-TZVPD def2/J DEFGRID3
* xyz -1 1
N -1.75113 -1.41502 1.79652
C -2.49325 -0.71509 1.02732
N -3.67342 -0.13492 1.61914
N -2.28557 -0.48634 -0.37483
C -0.92442 0.12282 -0.65701
C -0.29116 -0.63010 -1.86816
C 1.10261 -1.31203 -1.68940
C 1.73593 -1.30196 -0.27555
S 2.64317 0.29163 0.01845
O 2.41742 1.23180 -1.11422
O 4.10916 -0.01207 0.12938
N 2.10575 0.84550 1.52238
S 1.48527 2.39877 1.44106
O 2.47330 3.46968 1.15092
O 0.27752 2.54008 0.55586
H -0.98405 -1.76937 1.21885
H -3.42662 0.60036 2.26929
H -4.31014 0.19123 0.90211
H -2.97438 0.21059 -0.64323
H -0.31469 0.22211 0.25736
H -1.15005 1.16230 -0.98863
H -0.21351 0.09017 -2.71746
H -1.01506 -1.40068 -2.22532
H 1.82067 -0.87395 -2.41962
H 1.01210 -2.38377 -1.99802
H 1.05165 -1.49371 0.57178
H 2.53346 -2.07891 -0.24539
H 1.03945 2.63087 2.73642
*
```

---

[6]
DFT (ωB97M-V/def2-TZVPD) results for 2 unconnected molecules or ions with the total composition C5H13NO at a distorted geometry.

Properties
**⟨S²⟩**: 0.7504
**HOMO energy (alpha / beta)**: 1.286 / -6.380 eV
**Energy relative to the best compared isomer or geometry (same formula, charge and spin)**: 33.25 kcal/mol
**Strongest force on any atom**: 2.277 eV Å⁻¹
**Energy**: -8931.318 eV

Geometry as ORCA input:
```
! RIJCOSX wB97M-V def2-TZVPD def2/J DEFGRID3
* xyz -1 2
C -1.68425 0.26771 -0.29723
N -0.92543 1.45832 0.01355
C -0.81782 2.28554 -1.17684
C 0.35749 0.83702 0.38257
C -0.03953 -0.21506 1.42001
C -1.45750 -0.60796 0.94388
H -2.75089 0.41646 -0.47943
H -1.37319 -0.38294 -1.13195
H -0.47543 1.77849 -2.09128
H -1.79029 2.71986 -1.40949
H -0.17907 3.14799 -0.98500
H 0.71968 0.29643 -0.51525
H 1.19083 1.51986 0.52230
H 0.78278 -0.89925 1.58517
H -0.21103 0.32520 2.35241
H -2.11969 -0.28773 1.75355
H -1.69076 -1.67051 0.84291
H 4.29947 -2.94566 -0.27234
H 4.18521 -4.45242 -0.52405
O 3.97940 -3.59135 -0.93349
*
```